Entry 1:
The following is a DFT calculation (the ωB97M-V functional and the def2-TZVPD basis) of 14 unconnected molecules or ions with the total composition C6H40N12O14 in a non-equilibrium geometry.

Each line ends with the Mulliken charge.
Element x y z (Å)
1 O 13.2341 5.1826 -14.2730  -0.571
2 O 9.5475 8.7321 -12.8700  -0.734
3 O 13.3338 9.2779 -9.8650  -0.607
4 O 17.2315 11.1415 -13.8024  -0.592
5 O 8.1658 10.6481 -14.5901  -0.585
6 O 16.1546 5.3283 -16.7567  -0.731
7 O 16.1364 10.1059 -11.3088  -0.610
8 O 10.6447 11.9056 -16.7727  -0.835
9 O 13.5523 10.2578 -15.3564  -0.880
10 O 11.2563 6.7998 -15.2781  -0.583
11 O 15.5284 7.1591 -12.3196  -0.538
12 O 13.1667 6.4164 -10.8255  -0.569
13 O 14.8272 8.5193 -17.0044  -0.774
14 O 10.0407 13.8775 -15.0309  -0.667
15 N 10.4123 12.1555 -19.0237  -0.454
16 N 10.6613 7.8229 -17.1982  -0.429
17 N 12.9009 8.6840 -13.8830  0.539
18 N 12.5786 6.6053 -17.1860  -0.476
19 N 16.4050 4.8184 -14.5858  -0.389
20 N 16.0239 6.9751 -15.1371  -0.051
21 N 12.4401 11.5824 -18.0680  -0.337
22 N 11.3410 10.0322 -14.8353  0.362
23 N 8.2894 8.2134 -11.0504  -0.405
24 N 11.1726 6.3067 -9.7038  -0.252
25 N 12.5776 4.5255 -9.7453  -0.427
26 N 10.4101 8.9499 -10.7414  -0.441
27 C 11.4715 6.9930 -16.4698  0.785
28 C 16.2231 5.7208 -15.5744  0.567
29 C 12.6353 9.7833 -14.6458  0.515
30 C 12.3855 5.8383 -10.0640  0.315
31 C 9.4202 8.6797 -11.6388  0.515
32 C 11.1023 11.7760 -17.9077  0.628
33 H 10.7565 5.9693 -8.8547  0.232
34 H 10.0872 13.3642 -14.2206  0.263
35 H 12.5319 6.9647 -18.1154  0.236
36 H 15.9251 10.2940 -10.3889  0.286
37 H 8.6930 10.6078 -13.7861  0.260
38 H 13.5997 8.9459 -9.0019  0.312
39 H 12.9015 11.4967 -18.9540  0.163
40 H 11.1096 10.7293 -15.5500  -0.083
41 H 10.0750 9.1681 -9.8180  0.264
42 H 12.7168 6.0091 -14.2467  0.330
43 H 17.1003 12.0225 -14.1646  0.286
44 H 7.5399 9.9239 -14.4989  0.303
45 H 10.3410 13.2624 -15.7276  0.490
46 H 8.2332 8.2077 -10.0504  0.151
47 H 13.2739 6.0379 -16.7214  0.146
48 H 14.7745 6.8382 -11.8021  0.377
49 H 14.3294 9.2022 -16.5289  0.408
50 H 10.8101 12.1031 -19.9422  0.195
51 H 16.1069 5.0978 -13.6681  0.191
52 H 7.4943 8.0493 -11.6408  0.249
53 H 16.2969 7.0008 -11.7580  0.294
54 H 12.9688 11.6274 -17.2046  0.174
55 H 11.8276 4.0413 -9.2863  0.158
56 H 13.4822 4.0921 -9.7461  0.231
57 H 9.4202 12.0984 -18.8504  0.274
58 H 10.9001 7.2292 -10.0500  0.325
59 H 16.9712 10.5441 -14.5119  0.299
60 H 14.1605 8.0056 -17.4687  0.293
61 H 10.6530 9.5483 -14.2704  0.209
62 H 12.7735 4.6363 -14.9143  0.245
63 H 11.2746 9.3426 -11.0863  0.086
64 H 15.5067 9.4228 -11.5624  0.324
65 H 13.5584 8.5602 -10.4774  0.255
66 H 16.0944 7.2286 -14.1693  0.071
67 H 10.7233 7.9650 -18.1870  0.150
68 H 15.7590 7.7088 -15.7800  0.269
69 H 16.5270 3.8832 -14.9308  0.221
70 H 12.2551 8.2040 -13.2847  -0.103
71 H 13.8897 8.4864 -13.9201  -0.276
72 H 10.0508 8.4325 -16.6774  0.155

Force components x, y, z for each atom (eV/Å):
O 0.26 0.23 0.28
O -0.02 0.15 1.37
O 0.00 0.01 -0.11
O 0.15 0.02 -0.20
O -0.15 0.17 -0.13
O 0.17 0.86 0.72
O 0.07 -0.09 0.31
O -0.69 -0.86 -0.49
O -0.52 0.66 0.67
O 0.01 -0.42 -0.64
O 0.09 0.04 0.50
O -0.04 0.67 0.68
O 0.12 0.44 -0.80
O 0.14 0.10 -0.10
N -0.67 -0.78 0.88
N -0.82 0.11 0.17
N 1.37 0.99 0.37
N -1.51 -0.23 1.13
N 0.79 -0.10 0.27
N 0.38 0.83 -0.20
N -0.37 -0.38 0.36
N -0.34 1.05 0.13
N 0.03 0.21 -0.16
N -0.33 0.80 0.28
N -0.19 -0.05 0.79
N -0.13 0.11 -0.20
C 0.50 1.15 0.29
C -0.96 -0.54 -1.21
C 0.08 -1.99 -1.61
C 0.48 -1.22 -1.73
C -0.04 -0.54 -1.49
C 1.95 2.14 -0.31
H -0.09 -0.02 -0.04
H 0.00 -0.02 -0.03
H 0.99 -0.61 -0.46
H -0.11 0.03 -0.05
H 0.03 -0.16 -0.02
H 0.00 -0.01 -0.03
H -0.01 0.01 0.04
H -0.26 -0.18 0.51
H 0.63 0.42 0.09
H -0.03 -0.48 -0.30
H -0.06 -0.03 -0.02
H 0.08 -0.05 0.03
H -0.28 0.21 0.37
H -0.49 -0.13 -0.01
H 0.32 0.02 -0.59
H -0.21 -0.27 -0.08
H -0.19 0.28 0.33
H -0.19 -0.15 -0.07
H -0.05 -0.62 0.11
H -0.08 -0.06 0.20
H 0.00 0.18 -0.04
H 0.18 -0.42 -0.17
H 0.14 -0.16 0.06
H 0.08 0.21 -0.24
H -0.05 0.23 -0.64
H 0.29 -0.38 0.17
H -0.04 0.05 0.02
H 0.18 -0.05 0.22
H 0.04 0.16 -0.24
H -0.16 0.00 0.07
H -0.04 0.22 0.35
H 0.05 0.00 -0.14
H -0.14 -0.13 0.17
H 0.00 -0.38 0.10
H 0.16 -0.01 -0.04
H -0.02 -0.34 -0.39
H -0.26 -0.11 0.56
H -0.09 -0.06 -0.16
H -0.14 -0.54 0.57
H -0.01 -0.19 -0.03

Values from the calculation:
Strongest force on any atom in eV Å⁻¹: 2.907
Relative energy (zero: lowest compared OMol25 entry of this formula, charge and spin) in kcal/mol: 9.4
2S+1: 1
LUMO in eV: -0.257
E_tot in eV: -53423.954
Orbital gap in eV: 8.243

***

Entry 2:
The following is a DFT calculation (the ωB97M-V functional and the def2-TZVPD basis) of a molecular structure, C30H25FIrN3O8S3 in a non-equilibrium geometry.

Each line ends with the Mulliken charge.
Element x y z (Å)
1 Ir -0.0146 0.6109 1.6114  1.602
2 S 0.4181 1.5877 -0.3923  -0.772
3 S -0.7340 -0.7518 4.5801  0.926
4 S -1.5569 1.0411 -2.7130  -0.161
5 F -1.2251 -3.2565 -3.9194  -0.384
6 O -0.0073 0.2822 5.3226  -0.710
7 O 0.1276 -1.2053 3.3782  -0.543
8 O -2.0017 -0.2300 3.9808  -0.653
9 O -1.0111 -1.9170 5.4311  -0.763
10 O -0.1211 -1.1062 0.4347  -0.953
11 O 1.9828 0.2442 1.9633  -0.714
12 O 3.5915 -1.1649 2.5885  -0.814
13 O 0.0005 2.0260 3.0017  -0.582
14 N -2.2360 1.1738 -0.2162  -1.061
15 N -1.8395 1.4141 1.1035  0.595
16 N 2.6285 -4.0090 -0.0812  0.133
17 C 3.6499 -5.0485 -0.2157  -0.228
18 C -0.8449 3.5957 -3.5295  0.707
19 C -4.2034 1.7572 1.5453  -1.846
20 C -0.6156 3.7190 4.4204  -0.578
21 C 1.5189 -4.7640 -2.1107  1.082
22 C -0.2201 -2.5636 -1.9027  -0.808
23 C -3.2652 3.5253 3.6602  -0.909
24 C 0.8495 -1.8463 0.2118  1.497
25 C -0.9520 2.7780 3.4032  0.597
26 C 0.7609 -2.7722 -0.9280  0.463
27 C 2.5615 -0.8866 1.9837  0.370
28 C -1.2323 5.7248 -2.4633  -0.773
29 C -1.9587 5.3783 -4.7233  -0.498
30 C -1.4641 4.0826 -4.6769  -0.465
31 C 4.8522 -4.5232 -0.9964  -1.419
32 C 2.0404 -1.9371 1.0044  -0.195
33 C -1.5579 4.5144 5.0059  -0.342
34 C -1.2211 1.3000 -0.9919  0.720
35 C 2.4308 -5.9609 -2.2061  -1.196
36 C -2.3274 2.6932 3.0217  0.400
37 C -2.7510 1.8883 1.8986  1.176
38 C 3.0227 -6.2872 -0.8417  -1.126
39 C -1.8438 6.2043 -3.6143  -0.355
40 C 1.6429 -3.8555 -1.0414  -0.495
41 C -0.3510 2.1778 -3.4678  -1.226
42 C 0.5430 -4.5393 -3.0586  -0.795
43 C 2.8357 -3.0163 0.8232  -0.459
44 C -0.7342 4.4313 -2.4197  -0.019
45 C -2.9105 4.4299 4.6302  -0.809
46 C -0.2968 -3.4389 -2.9485  0.106
47 H -2.2328 7.2148 -3.6445  0.352
48 H 5.5912 -5.3144 -1.1412  0.395
49 H -1.5664 3.4335 -5.5400  0.333
50 H -0.2699 4.0522 -1.5158  0.413
51 H -1.2593 5.2144 5.7800  0.346
52 H 3.2322 -5.7680 -2.9262  0.339
53 H 3.7013 -3.1092 1.4694  0.625
54 H -4.7760 1.6691 2.4655  0.544
55 H -4.3448 0.8688 0.9375  0.411
56 H -4.5660 2.6166 0.9766  0.271
57 H 0.5674 2.0997 -2.8858  0.410
58 H -0.8859 -1.7153 -1.8192  0.502
59 H 0.4219 -5.2174 -3.8950  0.486
60 H -3.6585 5.0558 5.1014  0.340
61 H 4.5470 -4.1455 -1.9734  0.363
62 H 3.9667 -5.2958 0.7991  0.507
63 H 5.3234 -3.7018 -0.4568  0.411
64 H 0.4213 3.7280 4.7270  0.444
65 H -2.4401 5.7405 -5.6241  0.349
66 H -4.3040 3.4665 3.3607  0.256
67 H 3.7770 -7.0727 -0.9174  0.440
68 H 1.8689 -6.8151 -2.5893  0.445
69 H -0.1589 1.7853 -4.4664  0.520
70 H 2.2317 -6.6475 -0.1797  0.370
71 H -1.1475 6.3575 -1.5886  0.407

Force components x, y, z for each atom (eV/Å):
Ir 0.46 -1.13 1.23
S -0.23 0.47 -0.34
S -0.60 -0.01 -0.19
S 0.00 0.01 -0.07
F 0.00 0.00 0.00
O -0.03 0.12 -0.05
O -0.50 1.20 -0.71
O 0.28 0.19 0.07
O 0.13 -0.32 -0.15
O 0.01 0.50 -0.54
O -0.02 0.03 0.17
O 0.07 0.07 -0.12
O 0.92 0.68 -0.57
N 0.18 0.16 -0.23
N -0.42 -1.57 0.42
N 0.11 0.11 -0.09
C 0.01 -0.04 0.00
C -0.05 -0.01 0.00
C 0.02 0.13 -0.13
C 0.01 -0.06 -0.17
C -0.01 -0.02 -0.03
C -0.04 0.00 -0.01
C 0.02 -0.08 -0.03
C -0.02 -0.30 0.47
C -0.44 -0.22 0.55
C -0.05 -0.12 0.04
C -0.04 -0.09 0.00
C 0.00 0.00 -0.01
C 0.00 0.00 -0.01
C 0.03 0.00 0.00
C -0.01 0.00 -0.01
C 0.03 0.13 -0.10
C -0.09 0.07 0.02
C 0.03 -0.04 0.19
C -0.01 0.00 0.01
C 0.09 -0.16 0.16
C 0.19 0.40 -0.11
C -0.02 0.01 0.01
C 0.00 0.00 0.00
C -0.02 0.01 0.04
C 0.00 -0.02 0.11
C 0.01 0.00 0.02
C -0.09 -0.11 0.07
C 0.00 0.00 0.00
C 0.07 0.05 0.02
C -0.01 0.00 0.01
H 0.00 0.00 0.00
H 0.00 0.00 0.01
H 0.00 0.00 0.00
H 0.01 0.00 0.00
H 0.00 -0.04 0.02
H 0.00 0.01 0.00
H -0.02 -0.01 0.02
H -0.01 -0.03 -0.01
H 0.01 0.00 -0.01
H -0.01 0.02 0.03
H 0.03 -0.01 -0.05
H 0.00 0.00 0.02
H 0.00 0.00 0.00
H 0.00 0.00 -0.01
H 0.00 -0.01 -0.01
H 0.00 0.02 0.00
H 0.00 0.00 0.00
H 0.00 0.01 0.02
H 0.00 0.00 0.00
H 0.01 -0.01 0.03
H 0.00 0.00 -0.01
H 0.00 0.00 -0.01
H -0.03 0.00 -0.01
H 0.01 -0.01 0.01
H 0.00 0.00 0.00

Values from the calculation:
Strongest force on any atom in eV Å⁻¹: 1.734
Total charge: -2
Relative energy (zero: lowest compared OMol25 entry of this formula, charge and spin) in kcal/mol: 55.0
2S+1: 1
LUMO in eV: 3.540
E_tot in eV: -90430.677
Orbital gap in eV: 4.516

***

Entry 3:
The following is a DFT calculation (the ωB97M-V functional and the def2-TZVPD basis) of C22H33N3O in the gas phase.

Each line ends with the natural charge from an NBO analysis.
Element x y z (Å)
1 O 4.2120 -1.2475 -0.4818  -0.631
2 N 2.4463 0.0433 -1.0407  -0.618
3 N 2.1853 0.6807 5.2115  -0.350
4 N -1.0295 -1.4884 -3.2710  -0.448
5 C 4.0905 -0.1521 2.1602  -0.166
6 C 2.6478 0.3781 3.9641  0.150
7 C -2.0604 0.2888 -4.6340  -0.406
8 C 2.9742 0.8369 6.3992  -0.400
9 C -3.4018 0.8942 -5.0377  -0.394
10 C 0.8104 0.8003 5.1610  0.190
11 C -1.2479 -2.7965 -2.6921  -0.407
12 C 2.4763 -0.2641 -2.4502  -0.222
13 C -4.0861 1.5289 -3.8303  -0.396
14 C 1.3895 -1.2669 -2.8490  -0.412
15 C -1.0260 0.6091 3.3606  -0.625
16 C 1.7139 0.0196 1.7464  -0.197
17 C 3.9356 0.1402 3.4949  -0.250
18 C 0.0455 1.1290 6.3937  -0.650
19 C -2.2662 -0.7635 -3.5397  -0.027
20 C -4.2736 0.5001 -2.7193  -0.393
21 C 1.5294 0.3092 3.0950  -0.019
22 C 3.2832 -0.5371 -0.1436  0.671
23 C 2.9982 -0.1997 1.2788  -0.176
24 C 0.3705 0.5787 3.8842  -0.108
25 C -0.0177 -0.7413 -2.5464  -0.224
26 C -2.9331 -0.1087 -2.3191  -0.427
27 H -0.3166 -3.3584 -2.7209  0.203
28 H -2.9633 -1.5095 -3.9404  0.191
29 H 1.5706 -2.1995 -2.3143  0.206
30 H -1.9870 -3.3349 -3.2830  0.200
31 H -3.0845 -0.8538 -1.5347  0.207
32 H 1.6894 0.6142 -0.7040  0.393
33 H -4.9407 -0.2918 -3.0684  0.193
34 H -1.2424 -0.3080 2.8136  0.216
35 H -1.4069 1.0866 -4.2772  0.189
36 H -4.7409 0.9710 -1.8511  0.206
37 H 0.8522 -0.0627 1.0990  0.203
38 H 4.7945 0.1749 4.1488  0.212
39 H 2.7307 0.0652 7.1350  0.201
40 H -3.2496 1.6451 -5.8158  0.208
41 H -1.7482 0.7072 4.1665  0.213
42 H -0.0671 0.2999 -2.8703  0.192
43 H -2.2861 0.6759 -1.9210  0.194
44 H 1.4621 -1.4636 -3.9189  0.216
45 H -4.0449 0.1127 -5.4490  0.193
46 H -1.1591 1.4478 2.6761  0.213
47 H -0.1965 -0.7735 -1.4569  0.163
48 H 3.4612 -0.6915 -2.6530  0.238
49 H 4.0277 0.7533 6.1442  0.219
50 H -3.4727 2.3537 -3.4593  0.191
51 H 5.0693 -0.3552 1.7537  0.233
52 H -1.0185 1.1543 6.1802  0.230
53 H -1.5941 -2.7578 -1.6469  0.160
54 H 0.3401 2.1037 6.7846  0.220
55 H -1.5781 -0.1818 -5.4916  0.218
56 H 0.2249 0.3859 7.1711  0.220
57 H 2.8011 1.8160 6.8526  0.203
58 H 2.3622 0.6640 -3.0195  0.187
59 H -5.0547 1.9392 -4.1236  0.207

Force components x, y, z for each atom (eV/Å):
O 0.20 -0.15 0.00
N -0.30 0.19 -0.07
N -0.04 0.03 -0.03
N -0.06 -0.07 -0.05
C -0.01 -0.02 -0.12
C -0.20 -0.10 -0.57
C -0.29 -0.30 -0.07
C 0.09 0.01 0.27
C 0.18 0.29 0.12
C -0.36 -0.03 -0.25
C 0.04 0.06 0.00
C 0.04 -0.40 -0.17
C -0.22 -0.22 -0.12
C 0.03 0.35 0.18
C 0.18 0.04 0.07
C 0.16 0.02 0.06
C 0.09 0.02 0.09
C 0.10 -0.02 -0.08
C 0.14 0.34 0.01
C 0.14 0.27 0.12
C 0.35 0.06 0.32
C -0.13 0.19 -0.06
C 0.03 -0.09 0.25
C -0.09 0.03 0.27
C 0.21 -0.20 -0.22
C -0.15 -0.35 -0.18
H -0.01 -0.12 0.06
H 0.00 0.03 0.01
H 0.05 -0.08 -0.03
H -0.02 -0.07 0.00
H 0.06 0.01 0.08
H 0.16 0.00 0.10
H -0.08 -0.04 0.02
H -0.11 -0.05 -0.04
H 0.09 0.06 0.03
H -0.08 -0.06 -0.01
H -0.08 -0.02 -0.11
H 0.08 0.00 0.04
H 0.08 0.04 -0.01
H -0.05 -0.05 -0.07
H -0.12 0.00 0.00
H -0.01 0.07 0.06
H 0.08 0.03 0.06
H -0.02 -0.04 -0.05
H -0.04 -0.03 -0.08
H -0.11 0.03 -0.06
H -0.02 0.10 -0.03
H -0.10 0.16 -0.05
H -0.03 0.02 0.04
H 0.01 0.09 0.02
H 0.09 -0.03 -0.02
H -0.05 0.01 0.03
H -0.01 -0.03 0.04
H -0.04 0.05 0.08
H 0.08 -0.01 0.01
H -0.05 -0.01 0.10
H 0.07 -0.05 -0.01
H 0.04 -0.06 0.01
H 0.02 0.09 0.02

Values from the calculation:
SMILES: Cc1c(C)n(C)c2ccc(C(=O)NCCCN(C)C3CCCCC3)cc12
Strongest force on any atom in eV Å⁻¹: 0.616
Relative energy (zero: lowest compared OMol25 entry of this formula, charge and spin) in kcal/mol: 17.6
2S+1: 1
LUMO in eV: 0.638
E_tot in eV: -29868.748
Orbital gap in eV: 8.389